(1)
Below is the molecule C4H5NO3 at a distorted geometry, with properties calculated with the ωB97M-V functional and the def2-TZVPD basis.

Cartesian coordinates (Å):
C 0.197 -0.815 1.213
C 0.169 0.499 0.378
C 0.325 1.052 -1.738
C -0.133 -0.753 -0.209
H -0.880 -0.194 2.684
H 1.163 -1.304 1.379
H -0.677 0.932 0.608
H 0.796 1.905 -2.347
H 0.685 -1.246 -0.708
N -0.773 0.468 -1.959
O -0.646 -1.048 2.290
O 1.044 1.194 -0.497
O -1.272 -0.691 -1.094

Kohn-Sham gap in eV: 10.4924
Highest occupied orbital energy in Ha: -0.363

(2)
Below is the molecule C4H5NO3 at a distorted geometry, with properties calculated with the ωB97M-V functional and the def2-TZVPD basis.

Cartesian coordinates (Å):
C 0.585 -0.217 -1.391
C 0.876 -0.440 -0.074
C -0.359 0.077 0.693
C -1.100 0.715 -0.301
N 2.059 -1.003 0.459
O -0.594 0.481 -1.540
O -0.957 -0.269 1.848
O -2.386 1.204 -0.299
H 1.229 -0.289 -2.311
H 2.707 -1.251 -0.286
H 1.989 -1.586 1.214
H -1.562 0.458 2.020
H -2.487 2.121 -0.030

Kohn-Sham gap in eV: 8.4994
Highest occupied orbital energy in Ha: -0.293

(3)
Below is the molecule C4H5NO3 at a distorted geometry, with properties calculated with the ωB97M-V functional and the def2-TZVPD basis.

Cartesian coordinates (Å):
C 1.237 0.133 -0.015
C 0.716 1.433 -0.232
C -0.612 1.328 -0.091
C 0.113 -0.708 -0.140
H 2.379 -1.260 0.073
H 1.111 2.441 -0.321
H -1.475 2.042 0.190
H -2.422 -0.490 1.278
H -0.081 -2.275 -1.094
N -1.063 0.048 -0.158
O 2.529 -0.298 0.409
O -2.482 -0.360 0.253
O 0.050 -2.035 -0.153

Kohn-Sham gap in eV: 8.1402
Highest occupied orbital energy in Ha: -0.290

(4)
Below is the molecule C4H5NO3 at a distorted geometry, with properties calculated with the ωB97M-V functional and the def2-TZVPD basis.

Cartesian coordinates (Å):
C -1.962 -0.409 0.092
C -1.089 0.760 -0.114
C 0.180 1.046 -0.065
C 1.867 -0.772 0.251
H -0.708 -1.782 -0.441
H -1.735 1.609 -0.424
H 0.333 2.187 0.087
H 2.209 1.147 -0.084
H 3.026 -0.745 0.646
N 1.451 0.523 0.020
O -1.630 -1.717 -0.027
O -3.068 -0.113 0.201
O 1.126 -1.737 -0.142

Kohn-Sham gap in eV: 9.7212
Highest occupied orbital energy in Ha: -0.360